A 12-piece molecular cluster, C40H113N9O14 overall. Source: the Open Molecules 2025 dataset; level of theory: ωB97M-V/def2-TZVPD.

Last columns: bonded neighbours and bond lengths (Å).
Atoms and positions in Å:
1 C -1.007 0.336 3.147  O2 1.405, H7 1.068, H8 1.063, H9 1.133
2 O -2.052 -0.585 3.331  C1 1.405, C3 1.431
3 C -3.125 -0.505 2.387  O2 1.431, C4 1.523, H10 1.099, H11 1.070
4 C -3.695 -1.917 2.359  C3 1.523, C5 1.525, N6 1.424, H12 1.102
5 C -4.376 -2.232 3.686  C4 1.525, H13 1.095, H14 1.123, H15 1.108
6 N -2.740 -2.928 2.051  C4 1.424, H16 0.992, H17 0.997
7 H -1.371 1.318 3.359  C1 1.068
8 H -0.658 0.243 2.148  C1 1.063
9 H -0.173 0.093 3.874  C1 1.133
10 H -3.844 0.260 2.712  C3 1.099
11 H -2.707 -0.126 1.477  C3 1.070
12 H -4.470 -1.873 1.576  C4 1.102
13 H -5.080 -1.424 3.907  C5 1.095
14 H -3.717 -2.443 4.570  C5 1.123
15 H -5.003 -3.138 3.571  C5 1.108
16 H -1.957 -2.802 2.646  N6 0.992
17 H -2.360 -2.853 1.132  N6 0.997
18 C 4.929 -5.005 2.442  O19 1.379, H24 1.135, H25 1.103, H26 1.097
19 O 4.036 -5.072 1.392  C18 1.379, C20 1.367
20 C 4.223 -6.208 0.654  O19 1.367, C21 1.537, H27 1.116, H28 1.079
21 C 2.964 -6.471 -0.188  C20 1.537, C22 1.574, N23 1.449, H29 1.109
22 C 2.661 -5.306 -1.202  C21 1.574, H30 1.068, H31 1.112, H32 1.097
23 N 1.779 -6.752 0.595  C21 1.449, H33 1.004, H34 1.030
24 H 4.618 -4.260 3.240  C18 1.135
25 H 5.921 -4.722 2.051  C18 1.103
26 H 5.072 -5.957 2.968  C18 1.097
27 H 5.093 -6.072 -0.031  C20 1.116
28 H 4.409 -7.019 1.341  C20 1.079
29 H 3.165 -7.378 -0.793  C21 1.109
30 H 1.918 -5.618 -1.903  C22 1.068
31 H 3.620 -5.184 -1.751  C22 1.112
32 H 2.371 -4.374 -0.701  C22 1.097
33 H 1.915 -7.567 1.166  N23 1.004
34 H 1.627 -6.022 1.305  N23 1.030
35 C 2.635 0.633 1.569  O36 1.401, H41 1.117, H42 1.124, H43 1.112
36 O 3.872 -0.003 1.735  C35 1.401, C37 1.407
37 C 4.185 -0.907 0.703  O36 1.407, C38 1.511, H44 1.089, H45 1.145
38 C 4.594 -0.269 -0.604  C37 1.511, C39 1.498, N40 1.492, H46 1.121
39 C 5.059 -1.322 -1.563  C38 1.498, H47 1.097, H48 1.105, H49 1.093
40 N 5.706 0.692 -0.351  C38 1.492, H50 1.040, H51 1.009
41 H 2.583 1.049 0.533  C35 1.117
42 H 2.601 1.440 2.352  C35 1.124
43 H 1.792 -0.053 1.802  C35 1.112
44 H 5.007 -1.519 1.070  C37 1.089
45 H 3.292 -1.592 0.487  C37 1.145
46 H 3.753 0.336 -1.031  C38 1.121
47 H 5.868 -1.934 -1.145  C39 1.097
48 H 5.342 -0.869 -2.531  C39 1.105
49 H 4.280 -2.060 -1.771  C39 1.093
50 H 6.643 0.246 -0.273  N40 1.040
51 H 5.433 1.266 0.432  N40 1.009
52 C 4.513 3.985 0.266  O53 1.480, H58 1.071, H59 1.137, H60 1.102
53 O 3.204 4.605 -0.038  C52 1.480, C54 1.384
54 C 3.303 5.979 -0.170  O53 1.384, C55 1.552, H61 1.126, H62 1.078
55 C 1.888 6.594 0.000  C54 1.552, C56 1.528, N57 1.477, H63 1.091
56 C 0.995 6.043 -1.111  C55 1.528, H64 1.076, H65 1.109, H66 1.097
57 N 2.048 8.045 -0.222  C55 1.477, H67 1.027, H68 1.017
58 H 5.165 4.266 -0.536  C52 1.071
59 H 4.388 2.856 0.230  C52 1.137
60 H 4.933 4.252 1.250  C52 1.102
61 H 3.980 6.481 0.576  C54 1.126
62 H 3.535 6.291 -1.176  C54 1.078
63 H 1.454 6.204 0.921  C55 1.091
64 H 0.855 4.994 -0.915  C56 1.076
65 H 1.548 6.176 -2.062  C56 1.109
66 H 0.027 6.496 -1.358  C56 1.097
67 H 1.108 8.453 -0.297  N57 1.027
68 H 2.452 8.568 0.551  N57 1.017
69 C -2.804 -4.398 -4.293  O70 1.391, H75 1.147, H76 1.081, H77 1.096
70 O -2.164 -4.337 -3.061  C69 1.391, C71 1.457
71 C -2.952 -5.017 -2.041  O70 1.457, C72 1.505, H78 1.089, H79 1.138
72 C -2.058 -5.413 -0.897  C71 1.505, C73 1.558, N74 1.471, H80 1.127
73 C -2.979 -5.901 0.261  C72 1.558, H81 1.081, H82 1.084, H83 1.110
74 N -1.277 -4.223 -0.528  C72 1.471, H84 1.008, H85 0.991
75 H -2.502 -3.445 -4.855  C69 1.147
76 H -3.878 -4.376 -4.170  C69 1.081
77 H -2.460 -5.176 -4.984  C69 1.096
78 H -3.810 -4.400 -1.779  C71 1.089
79 H -3.377 -5.976 -2.484  C71 1.138
80 H -1.409 -6.310 -1.107  C72 1.127
81 H -3.590 -6.727 -0.073  C73 1.081
82 H -3.671 -5.125 0.567  C73 1.084
83 H -2.359 -6.252 1.112  C73 1.110
84 H -1.048 -4.261 0.452  N74 1.008
85 H -0.450 -4.089 -1.057  N74 0.991
86 C 2.074 -0.793 -4.585  O87 1.417, H92 1.036, H93 1.061, H94 1.108
87 O 1.849 0.454 -3.952  C86 1.417, C88 1.417
88 C 2.920 1.382 -3.951  O87 1.417, C89 1.492, H95 1.122, H96 1.052
89 C 2.491 2.669 -3.330  C88 1.492, C90 1.530, N91 1.488, H97 1.101
90 C 1.282 3.267 -4.052  C89 1.530, H98 1.098, H99 1.097, H100 1.100
91 N 3.675 3.569 -3.378  C89 1.488, H101 1.022, H102 1.020
92 H 1.387 -1.505 -4.278  C86 1.036
93 H 3.045 -1.079 -4.268  C86 1.061
94 H 1.998 -0.740 -5.690  C86 1.108
95 H 3.846 0.971 -3.468  C88 1.122
96 H 3.205 1.518 -4.954  C88 1.052
97 H 2.171 2.523 -2.287  C89 1.101
98 H 0.779 4.011 -3.419  C90 1.098
99 H 0.561 2.454 -4.203  C90 1.097
100 H 1.540 3.647 -5.051  C90 1.100
101 H 4.341 3.255 -2.669  N91 1.022
102 H 3.429 4.512 -3.076  N91 1.020
103 C -3.438 1.181 5.664  O104 1.413, H109 1.087, H110 1.087, H111 1.096
104 O -2.678 2.310 5.285  C103 1.413, C105 1.433
105 C -1.731 2.709 6.283  O104 1.433, C106 1.516, H112 1.091, H113 1.114
106 C -1.035 3.987 5.856  C105 1.516, C107 1.541, N108 1.453, H114 1.111
107 C -0.392 3.935 4.457  C106 1.541, H115 1.106, H116 1.106, H117 1.080
108 N -0.012 4.343 6.825  C106 1.453, H118 0.984, H119 1.009
109 H -4.189 0.952 4.913  C103 1.087
110 H -4.021 1.398 6.556  C103 1.087
111 H -2.765 0.327 5.800  C103 1.096
112 H -2.218 2.879 7.245  C105 1.091
113 H -0.939 1.934 6.392  C105 1.114
114 H -1.861 4.709 5.687  C106 1.111
115 H -1.170 3.691 3.710  C107 1.106
116 H 0.337 3.109 4.361  C107 1.106
117 H 0.061 4.889 4.229  C107 1.080
118 H 0.399 5.175 6.495  N108 0.984
119 H -0.518 4.531 7.677  N108 1.009
120 C -3.090 5.131 -1.461  O121 1.386, H126 1.072, H127 1.106, H128 1.081
121 O -3.687 4.785 -2.662  C120 1.386, C122 1.459
122 C -3.019 3.618 -3.231  O121 1.459, C123 1.530, H129 1.094, H130 1.148
123 C -3.832 3.153 -4.442  C122 1.530, C124 1.509, N125 1.488, H131 1.100
124 C -3.184 2.026 -5.208  C123 1.509, H132 1.108, H133 1.116, H134 1.121
125 N -4.095 4.314 -5.335  C123 1.488, H135 1.014, H136 1.005
126 H -2.067 5.410 -1.619  C120 1.072
127 H -3.137 4.230 -0.822  C120 1.106
128 H -3.770 5.819 -0.977  C120 1.081
129 H -1.991 3.828 -3.537  C122 1.094
130 H -2.890 2.766 -2.472  C122 1.148
131 H -4.797 2.827 -4.028  C123 1.100
132 H -2.185 2.365 -5.550  C124 1.108
133 H -3.828 1.803 -6.091  C124 1.116
134 H -3.189 1.125 -4.542  C124 1.121
135 H -3.216 4.749 -5.595  N125 1.014
136 H -4.728 4.936 -4.862  N125 1.005
137 C 0.181 2.076 0.301  O138 1.403, H143 1.070, H144 1.108, H145 1.070
138 O 0.028 0.690 0.155  C137 1.403, C139 1.438
139 C -0.563 0.328 -1.105  O138 1.438, C140 1.509, H146 1.113, H147 1.130
140 C -0.473 -1.153 -1.380  C139 1.509, C141 1.510, N142 1.481, H148 1.066
141 C 1.006 -1.444 -1.294  C140 1.510, H149 1.087, H150 1.099, H151 1.083
142 N -1.106 -1.379 -2.699  C140 1.481, H152 1.026, H153 1.053
143 H 0.795 2.294 1.150  C137 1.070
144 H -0.850 2.463 0.424  C137 1.108
145 H 0.633 2.442 -0.597  C137 1.070
146 H -1.616 0.689 -1.095  C139 1.113
147 H -0.071 0.835 -1.987  C139 1.130
148 H -1.084 -1.715 -0.710  C140 1.066
149 H 1.327 -1.003 -0.354  C141 1.087
150 H 1.585 -0.863 -2.025  C141 1.099
151 H 1.263 -2.496 -1.297  C141 1.083
152 H -1.300 -2.361 -2.924  N142 1.026
153 H -0.691 -0.831 -3.497  N142 1.053
154 O -5.141 -2.417 -2.778  C155 1.441, H158 0.954
155 C -4.448 -1.933 -1.611  O154 1.441, C156 1.556, H159 1.088, H160 1.086
156 C -4.253 -0.390 -1.634  C155 1.556, O157 1.426, H161 1.106, H162 1.111
157 O -3.509 -0.007 -2.789  C156 1.426, H163 0.962
158 H -4.836 -1.912 -3.528  O154 0.954
159 H -5.009 -2.220 -0.725  C155 1.088
160 H -3.493 -2.441 -1.509  C155 1.086
161 H -3.712 -0.092 -0.717  C156 1.106
162 H -5.202 0.188 -1.646  C156 1.111
163 H -2.644 -0.424 -2.732  O157 0.962
164 O 1.810 -3.600 4.747  C165 1.421, H168 0.982
165 C 0.580 -3.207 4.155  O164 1.421, C166 1.499, H169 1.094, H170 1.111
166 C 0.809 -2.618 2.796  C165 1.499, O167 1.430, H171 1.096, H172 1.120
167 O 1.119 -3.452 1.676  C166 1.430, H173 0.977
168 H 1.579 -4.356 5.331  O164 0.982
169 H -0.166 -4.002 4.061  C165 1.094
170 H 0.067 -2.413 4.737  C165 1.111
171 H 1.615 -1.899 2.975  C166 1.096
172 H -0.122 -2.057 2.526  C166 1.120
173 H 2.043 -3.758 1.758  O167 0.977
174 O -3.489 2.919 2.528  H175 0.976, H176 0.949
175 H -3.191 3.008 3.452  O174 0.976
176 H -4.432 3.019 2.571  O174 0.949

Computed properties:
- E_LUMO (eV) = 0.5
- SMILES = COC[C@H](C)N.COC[C@H](C)N.COC[C@H](C)N.COC[C@H](C)N.COC[C@H](C)N.COC[C@H](C)N.COC[C@H](C)N.COC[C@H](C)N.COC[C@H](C)N.OCCO.OCCO.O
- E_tot (eV) = -85382.1984
- highest occupied orbital energy (eV) = -8.6
- frontier orbital gap (eV) = 9.1